DFT (ωB97M-V/def2-TZVPD) results for C21H18N6O2SeW as an isolated structure at a distorted geometry.

CARTESIAN COORDINATES (ANGSTROEM)
W: 1.18554 -0.01710 0.42827
N: 1.82282 -1.36961 -3.68127
C: 1.99594 -0.89909 -2.47072
N: 1.07380 -0.97334 -1.51713
C: -0.14455 -1.60144 -1.80807
N: -1.01793 -1.75361 -0.87732
N: -0.52540 -1.23256 0.31491
C: -1.17793 -1.55946 1.37914
C: -0.70101 -1.00204 2.61577
C: -1.25369 -1.30785 3.84491
C: -0.70648 -0.72625 4.97946
C: 0.36285 0.13645 4.82270
C: 0.86810 0.39719 3.55781
N: 0.35374 -0.15876 2.45152
C: -0.38790 -2.09304 -3.15506
C: -1.59741 -2.68895 -3.52487
C: -1.75923 -3.15149 -4.81316
C: -0.72334 -3.03183 -5.74378
C: 0.47831 -2.44630 -5.39665
C: 0.62553 -1.98058 -4.09795
H: 2.58281 -1.27093 -4.34174
H: 2.94027 -0.42449 -2.25299
H: -2.04666 -2.20264 1.29933
H: -2.09354 -1.98600 3.90459
H: -1.10857 -0.94590 5.95866
H: 0.82138 0.62405 5.67152
H: 1.69798 1.07267 3.42531
H: -2.38892 -2.77809 -2.79470
H: -2.69254 -3.61141 -5.10562
H: -0.86036 -3.40184 -6.75068
H: 1.28231 -2.35048 -6.11493
C: 4.30602 2.17924 0.92125
C: 3.39298 1.05794 0.64716
O: 2.97639 0.74104 -0.49986
O: 2.81685 0.34366 1.58534
H: 5.23798 1.79191 1.34006
H: 3.84983 2.81681 1.67952
H: 4.51111 2.73719 0.01377
Se: 0.09339 1.94238 -0.40165
C: -1.32418 2.57221 0.72001
C: -1.27581 2.64229 2.10367
C: -2.37439 3.16473 2.76845
N: -3.47608 3.60323 2.16252
C: -3.49541 3.54830 0.83492
C: -2.45096 3.04913 0.06480
H: -0.40418 2.34327 2.66471
H: -2.36389 3.24268 3.85031
H: -4.39091 3.92175 0.35166
H: -2.53465 3.03695 -1.01390

Summary:
HOMO-LUMO gap (spin up / spin down): 6.24 / 6.22 eV
total charge: +2
E_HOMO (spin up / spin down): -0.5162 / -0.5119 hartree

These are the natural (NBO) partial charges, in e, on atoms 1 to 4:
1. W 1.370
2. N -0.485
3. C 0.382
4. N -0.625

***

DFT (ωB97M-V/def2-TZVPD) results for C21H19BF4IIrN6O4S as an isolated structure at a distorted geometry.

CARTESIAN COORDINATES (ANGSTROEM)
Ir: -0.21294 0.05950 0.10763
C: 0.22956 2.95864 1.54712
N: -0.86542 2.00088 1.51931
C: -1.37327 1.58731 2.81902
C: -2.16043 0.34064 2.63476
N: -1.95261 -0.48145 1.61772
C: -2.76422 -1.55271 1.79811
C: -3.01778 -2.73714 0.93062
C: -3.91660 -3.72678 1.60651
C: -4.57420 -3.48336 2.77049
C: -4.42422 -2.27808 3.48010
C: -3.50826 -1.36038 2.96990
N: -3.10309 -0.14379 3.46898
C: 0.93505 2.86744 0.24225
N: 0.47661 2.12230 -0.76192
C: 1.35838 2.32515 -1.80221
C: 1.34745 1.88868 -3.12555
C: 2.40766 2.25107 -3.93277
C: 3.44134 3.06287 -3.46682
C: 3.44148 3.56085 -2.17371
C: 2.39128 3.18325 -1.35754
N: 2.06381 3.51357 -0.06339
H: 0.92875 2.68954 2.34462
H: -0.11263 3.98958 1.72705
H: -1.62331 2.34729 0.93046
H: -1.97302 2.37462 3.29931
H: -0.51160 1.35426 3.45834
H: -3.49725 -2.36336 0.00199
H: -3.98800 -4.67950 1.10847
H: -5.21781 -4.24580 3.18014
H: -4.94344 -2.09578 4.40331
H: -3.42631 0.28688 4.32099
H: 0.52821 1.31135 -3.51358
H: 2.43460 1.90976 -4.95710
H: 4.24639 3.32597 -4.13572
H: 4.22317 4.21513 -1.82526
H: 2.64668 4.00485 0.59754
F: 1.96009 0.40151 0.98245
B: 2.59529 0.65444 2.31692
F: 3.07969 1.93981 2.21995
F: 1.53715 0.63253 3.19374
F: 3.52961 -0.27521 2.52982
I: -0.62111 -2.44793 -5.34484
C: 0.64714 -2.01119 -3.73969
C: 1.85813 -2.66136 -3.56683
C: 2.62375 -2.33368 -2.46072
C: 2.14713 -1.38835 -1.56220
N: 0.99539 -0.76458 -1.75863
C: 0.25637 -1.05474 -2.81827
H: 2.18902 -3.40349 -4.27839
H: 3.57273 -2.81746 -2.28526
H: 2.70165 -1.12217 -0.67424
H: -0.68912 -0.54145 -2.91614
O: 0.20667 -2.11115 0.55111
S: -0.80749 -2.63700 -0.36934
O: -1.84983 -3.44171 0.50677
O: -1.56989 -1.48892 -0.92682
O: -0.29635 -3.51113 -1.36851

Summary:
HOMO-LUMO gap (spin up / spin down): 5.26 / 3.44 eV
relative energy (zero: lowest compared OMol25 entry of this formula, charge and spin): 118.7 kcal per mole
total charge: +1
spin multiplicity: 2
E_HOMO (spin up / spin down): -0.4054 / -0.3672 hartree
expectation value of S²: 1.048

These are the natural (NBO) partial charges, in e, on atoms 1 to 4:
1. Ir 1.250
2. C -0.298
3. N -0.612
4. C -0.298

***

DFT (ωB97M-V/def2-TZVPD) results for C21H19CeN7O4SSe as an isolated structure at a distorted geometry.

CARTESIAN COORDINATES (ANGSTROEM)
Ce: 0.39327 0.56071 -0.02614
N: -2.70084 0.49914 3.62766
C: -1.78401 0.81331 2.70954
N: -0.92554 -0.02139 2.14817
C: -1.01794 -1.36431 2.49958
N: -0.23099 -2.24433 2.00744
N: 0.71003 -1.77076 1.06025
C: 1.69716 -2.55285 0.78581
C: 2.77420 -2.12455 -0.14592
C: 3.96037 -2.84228 -0.18391
C: 4.92003 -2.40063 -1.12220
C: 4.64550 -1.38609 -1.99373
C: 3.39877 -0.72464 -1.89070
N: 2.50597 -1.11487 -0.96259
C: -2.07158 -1.79236 3.54383
C: -2.26298 -3.12377 3.88661
C: -3.31218 -3.47745 4.76482
C: -4.06959 -2.47093 5.37363
C: -3.92013 -1.13232 4.97107
C: -2.90910 -0.81597 4.07686
H: -3.27431 1.25368 4.00245
H: -1.71889 1.82547 2.34327
H: 1.84783 -3.49698 1.31117
H: 4.12025 -3.69508 0.44197
H: 5.86523 -2.93194 -1.26703
H: 5.36043 -1.09642 -2.73422
H: 3.04326 0.07257 -2.57223
H: -1.64349 -3.88115 3.45226
H: -3.46375 -4.49350 5.12693
H: -4.83953 -2.71006 6.08662
H: -4.37702 -0.30812 5.51934
O: 4.09915 1.85994 1.68023
C: 3.14576 1.71108 1.05803
O: 1.89528 1.16254 1.41233
C: 3.12706 2.05641 -0.48019
O: 4.12381 2.44644 -1.03604
O: 1.91624 1.87370 -1.07088
C: -3.30794 1.14314 -3.08293
N: -2.12724 1.91110 -3.39413
C: -2.19296 3.26295 -3.66922
C: -0.92137 3.67062 -3.92939
N: -0.08048 2.60944 -3.84903
C: 1.38052 2.56706 -4.20569
C: -0.84027 1.54152 -3.47063
Se: -1.58997 2.16964 -0.19668
H: -4.02371 1.13574 -3.88713
H: -3.74560 1.50466 -2.15021
H: -2.97613 0.15431 -2.85335
H: -3.04997 3.89528 -3.54636
H: -0.57443 4.66911 -4.23134
H: 1.54768 1.74208 -4.90134
H: 1.98649 2.36691 -3.31060
H: 1.61332 3.48429 -4.69586
S: -0.12570 0.00990 -3.03019

Summary:
HOMO-LUMO gap: 6.26 eV
relative energy (zero: lowest compared OMol25 entry of this formula, charge and spin): 0.0 kcal per mole
E_HOMO: -0.2616 hartree

These are the Mulliken partial charges, in e, on atoms 1 to 4:
1. Ce 0.599
2. N 0.075
3. C -0.533
4. N -0.125

***

DFT (ωB97M-V/def2-TZVPD) results for a single C21H19ClN2O5S molecule at a distorted geometry.

CARTESIAN COORDINATES (ANGSTROEM)
O: -2.22204 -1.80043 0.69449
C: -2.93956 -1.05225 0.04349
N: -2.55241 -0.60498 -1.17808
C: -1.16832 -0.79202 -1.57061
C: -0.58561 0.54400 -2.07690
N: -1.24566 1.64098 -1.41276
C: -0.80489 2.34448 -0.33590
O: -1.56435 3.05979 0.30303
C: 0.61961 2.34558 0.03352
C: 1.14909 3.09347 1.05815
C: 2.54392 2.91952 1.00812
C: 2.78848 2.08059 -0.04685
C: 4.04064 1.51535 -0.56323
H: 4.81784 2.27006 -0.67070
H: 3.88936 0.99385 -1.50604
S: 4.79339 0.22977 0.61527
O: 5.64641 -0.58140 -0.24655
C: 3.23315 -0.68919 0.80135
C: 2.36465 -0.35925 1.82746
C: 1.17465 -1.05655 1.95017
C: 0.86429 -2.07829 1.06706
C: 1.75448 -2.39449 0.04999
C: 2.94854 -1.70616 -0.08839
H: 3.66086 -1.95117 -0.86187
Cl: 1.36386 -3.65141 -1.06896
H: -0.07082 -2.60771 1.16140
H: 0.47682 -0.80818 2.73413
H: 2.61728 0.43279 2.51535
O: 1.62575 1.72215 -0.63279
H: 3.27611 3.36016 1.65308
H: 0.58480 3.69248 1.74191
C: -2.65765 1.74530 -1.74875
C: -3.23269 0.34648 -2.01948
H: -3.05488 0.04925 -3.05877
H: -4.30485 0.33603 -1.84359
H: -3.15774 2.21419 -0.89804
H: -2.78117 2.38749 -2.62833
H: 0.48491 0.56634 -1.89839
H: -0.75612 0.65473 -3.15350
H: -0.62739 -1.14170 -0.68959
H: -1.09615 -1.55674 -2.35188
C: -4.25136 -0.67959 0.59364
C: -4.84393 -1.25908 1.68974
C: -6.04796 -0.56090 1.90994
C: -6.10232 0.39843 0.94414
O: -5.02952 0.33588 0.14570
H: -6.82594 1.16024 0.72915
H: -6.76949 -0.74232 2.67932
H: -4.44933 -2.08172 2.24870

Summary:
HOMO-LUMO gap: 9.22 eV
relative energy (zero: lowest compared OMol25 entry of this formula, charge and spin): 42.5 kcal per mole
E_HOMO: -0.3205 hartree

These are the natural (NBO) partial charges, in e, on atoms 1 to 4:
1. O -0.642
2. C 0.644
3. N -0.419
4. C -0.229

***

DFT (ωB97M-V/def2-TZVPD) results for C21H19F4IN5RbS2 as an isolated structure.

CARTESIAN COORDINATES (ANGSTROEM)
Rb: -0.42019 -0.01753 1.48023
C: 1.35122 0.31245 -2.69782
C: -0.15369 0.51866 -2.64695
N: -0.60312 1.34634 -1.54093
C: 0.04537 2.66319 -1.51898
C: 1.17492 2.77899 -0.50716
C: -2.05724 1.48294 -1.53047
C: -2.86010 0.18504 -1.56795
N: -2.54636 -0.64644 -0.43580
C: -3.23923 -1.74249 -0.22620
C: -2.97764 -2.51271 0.95510
F: -2.00067 -2.06334 1.79423
C: -3.63996 -3.65484 1.30111
F: -3.29911 -4.28220 2.45158
C: -4.63981 -4.21070 0.51015
C: -4.91104 -3.51694 -0.65460
F: -5.86073 -4.00960 -1.49115
C: -4.26748 -2.35892 -1.02031
F: -4.63696 -1.81102 -2.21648
H: 1.59571 -0.39530 -3.49237
H: 1.71685 -0.08907 -1.75352
H: 1.88912 1.23913 -2.89957
H: -0.63041 -0.45623 -2.54680
H: -0.48723 0.94875 -3.61609
H: -0.71286 3.41508 -1.28443
H: 0.40887 2.91251 -2.53045
H: 0.80956 2.63355 0.51202
H: 1.61751 3.77719 -0.54309
H: 1.96570 2.05375 -0.70160
H: -2.38679 2.10484 -2.38909
H: -2.32264 2.02666 -0.61959
H: -2.69772 -0.31555 -2.53277
H: -3.91756 0.49317 -1.58166
H: -5.15253 -5.11896 0.77950
S: -0.19858 2.97752 3.10152
C: 1.31650 2.53728 3.78696
S: 2.09943 1.02382 3.46548
C: 1.97782 3.45221 4.62742
C: 3.24896 3.20340 5.19601
N: 4.27547 3.05956 5.71158
C: 1.44943 4.72347 4.94843
N: 1.08345 5.77792 5.25455
I: 0.56514 -3.31862 -1.17695
C: 2.31875 -2.39807 -0.47216
C: 3.56058 -2.82163 -0.91651
C: 4.67035 -2.13725 -0.43712
C: 4.49397 -1.08695 0.45468
C: 3.20535 -0.74797 0.83892
N: 2.13544 -1.39835 0.36600
H: 3.64944 -3.64343 -1.61270
H: 5.66305 -2.42386 -0.76274
H: 5.33256 -0.53129 0.85068
H: 2.99912 0.06185 1.53784

Summary:
HOMO-LUMO gap: 4.94 eV
relative energy (zero: lowest compared OMol25 entry of this formula, charge and spin): 3.4 kcal per mole
total charge: -2
E_HOMO: -0.0544 hartree

These are the natural (NBO) partial charges, in e, on atoms 1 to 4:
1. Rb 0.900
2. C -0.622
3. C -0.217
4. N -0.457